(1)
Here is a molecular structure, C34H35N3O2RhSe in a non-equilibrium geometry from OMol25. Energies are from ωB97M-V/def2-TZVPD.

Its expectation value of S² is 6.123. The total energy is -112734.3742 eV. As for the strongest force on any atom: 3.4 eV/A. As for the HOMO energy (spin up / spin down): -9.802 / -10.503 eV. The spin multiplicity is 5. As for the charge: +1.

```
76
C34H35N3O2RhSe, DFT ωB97M-V/def2-TZVPD
Rh 0.388 -0.310 -1.652
C -0.327 -1.655 -4.165
C 0.907 -1.178 -3.412
C 1.424 0.203 -3.620
C 0.598 1.183 -4.400
C 2.836 0.321 -3.423
C 3.524 1.647 -3.660
C 3.656 -0.783 -3.222
C 5.158 -0.603 -3.295
C 3.088 -2.047 -2.961
C 4.060 -3.144 -2.694
C 1.710 -2.282 -3.011
C 1.113 -3.617 -2.912
H 0.043 -2.218 -5.086
H -0.868 -0.790 -4.531
H -1.003 -2.320 -3.567
H 0.951 1.265 -5.487
H 0.727 2.170 -3.973
H -0.478 0.878 -4.343
H 4.374 1.558 -4.350
H 3.852 2.197 -2.725
H 2.826 2.276 -4.167
H 5.774 -1.363 -2.905
H 5.377 0.356 -2.904
H 5.572 -0.551 -4.374
H 3.666 -4.169 -2.687
H 4.577 -2.982 -1.741
H 4.866 -3.135 -3.414
H 0.660 -3.814 -3.846
H 0.327 -3.566 -2.161
H 1.805 -4.357 -2.533
C -5.176 -2.107 6.362
O -4.786 -0.867 6.997
C -3.635 -0.315 6.598
C -3.555 1.017 6.115
C -2.377 1.553 5.589
C -1.271 0.756 5.430
C -1.284 -0.484 6.043
C -2.429 -1.075 6.490
N -0.202 1.072 4.622
N -0.384 2.143 3.856
C 0.306 2.193 2.692
C -0.042 3.350 1.899
C 0.092 3.326 0.562
C 0.529 2.118 -0.113
O 0.393 1.916 -1.327
C 1.129 1.122 0.763
N 1.525 -0.023 0.045
C 2.121 -0.975 0.710
C 2.234 -0.977 2.110
C 1.743 0.132 2.818
C 1.092 1.173 2.158
H -6.007 -2.637 6.930
H -4.303 -2.855 6.318
H -5.475 -1.939 5.306
H -4.367 1.743 6.217
H -2.414 2.585 5.256
H -0.361 -0.918 6.295
H -2.457 -2.170 6.647
H -0.540 4.147 2.403
H -0.218 4.165 -0.020
H 2.649 -1.821 0.150
H 2.827 -1.804 2.595
H 1.836 0.142 3.911
Se -1.632 -1.285 -0.739
C -2.623 0.245 -1.005
C -3.418 0.374 -2.180
C -4.018 1.653 -2.464
C -3.742 2.720 -1.566
C -3.042 2.527 -0.392
C -2.558 1.329 -0.057
H -3.565 -0.531 -2.831
H -4.634 1.788 -3.346
H -4.240 3.672 -1.764
H -2.821 3.444 0.222
H -2.083 1.207 0.914
```

(2)
Here is a single C4H6O2 molecule from OMol25. Energies are from ωB97M-V/def2-TZVPD.

The total energy is -8338.9306 eV. The energy relative to the best compared isomer or geometry (same formula, charge and spin) comes out at 147.7 kJ/mol. As for the strongest force on any atom: 0.4 eV/A. As for the HOMO energy: -7.942 eV. The spin multiplicity is 1.

```
12
C4H6O2, DFT ωB97M-V/def2-TZVPD
O 0.433 0.204 -2.154
C 0.367 0.049 -0.803
C -0.885 -0.502 -0.174
C -0.643 -0.035 1.265
C 1.266 0.280 0.153
O 0.781 0.046 1.425
H 1.200 0.749 -2.366
H -0.925 -1.596 -0.265
H -1.798 -0.087 -0.610
H -1.038 -0.692 2.041
H -1.056 0.976 1.392
H 2.297 0.607 0.097
```

(3)
Here is a molecular structure, C28H42As2AuN8O8S from OMol25. Energies are from ωB97M-V/def2-TZVPD.

The total energy is -194217.8692 eV. The energy relative to the best compared isomer or geometry (same formula, charge and spin) comes out at 0.0 kJ/mol. As for the strongest force on any atom: 0.3 eV/A. As for the HOMO energy: -10.622 eV. The spin multiplicity is 1. As for the charge: +1.

```
90
C28H42As2AuN8O8S, DFT ωB97M-V/def2-TZVPD
Au -2.230 1.000 0.984
C -2.872 -0.654 -2.414
N -3.183 -1.727 -3.354
C -4.396 -2.407 -2.884
N -4.238 -2.946 -1.531
C -3.912 -1.841 -0.634
N -2.683 -1.142 -1.042
C -1.590 -2.124 -1.069
N -1.863 -3.238 -1.975
C -2.078 -2.691 -3.318
C -3.109 -3.881 -1.540
H -3.686 0.076 -2.423
H -1.946 -0.169 -2.739
H -4.631 -3.224 -3.568
H -5.226 -1.698 -2.891
H -3.775 -2.227 0.379
H -4.739 -1.127 -0.625
H -1.433 -2.509 -0.058
H -0.675 -1.617 -1.389
H -2.299 -3.509 -4.005
H -1.163 -2.193 -3.650
H -2.969 -4.280 -0.533
H -3.337 -4.707 -2.215
C -2.732 4.331 -3.403
N -2.913 3.850 -2.039
C -3.580 4.493 -1.026
C -3.465 3.700 0.072
N -2.731 2.585 -0.263
C -2.417 2.710 -1.539
H -3.449 5.124 -3.591
H -2.911 3.521 -4.106
H -1.725 4.721 -3.539
H -4.073 5.437 -1.177
H -3.856 3.845 1.063
H -1.844 2.003 -2.112
C 4.187 1.793 -3.964
O 3.580 1.248 -2.776
C 2.563 0.408 -2.954
O 2.082 0.112 -4.020
C 2.041 -0.104 -1.651
C 2.387 -1.293 -1.177
As 1.615 -1.948 0.508
C 3.107 -3.058 1.109
C 1.979 -0.293 1.501
C 1.565 0.874 1.014
As 0.679 0.940 -0.721
C 1.188 2.750 -1.273
C 1.605 2.129 1.808
O 0.705 2.945 1.794
O 2.710 2.242 2.535
C 2.818 3.376 3.415
C 2.575 -0.442 2.864
O 1.910 -0.510 3.871
O 3.890 -0.600 2.798
C 4.592 -0.844 4.030
C 3.407 -2.177 -1.834
O 4.578 -2.069 -1.603
O 2.953 -3.149 -2.635
C 1.562 -3.191 -2.999
H 4.569 2.771 -3.687
H 3.459 1.868 -4.766
H 5.006 1.144 -4.268
H 3.088 -3.980 0.528
H 2.945 -3.313 2.156
H 4.062 -2.559 0.976
H 2.223 2.972 -1.024
H 0.524 3.455 -0.778
H 1.059 2.825 -2.354
H 2.500 3.071 4.412
H 2.206 4.199 3.058
H 3.867 3.653 3.429
H 4.987 0.100 4.399
H 5.408 -1.518 3.786
H 3.929 -1.285 4.768
H 1.467 -4.047 -3.659
H 1.278 -2.282 -3.527
H 0.924 -3.341 -2.125
C -0.990 -1.816 5.285
N -0.858 -0.395 5.013
C -0.350 0.559 5.875
C -0.308 1.725 5.201
N -0.787 1.463 3.933
C -1.108 0.166 3.821
S -1.720 -0.681 2.457
H -0.658 -2.007 6.301
H -0.365 -2.375 4.590
H -2.027 -2.127 5.173
H -0.069 0.318 6.884
H 0.003 2.707 5.506
H -0.815 2.107 3.147
```

- Number 1 is which compound?
  C34H35N3O2RhSe

- Look up the spin multiplicity of the third one.
  1

- Which formula does entry 2 have?
  C4H6O2

- The highest spin multiplicity belongs to which entry?
  C34H35N3O2RhSe